DFT (the ωB97M-V functional and the def2-TZVPD basis) results for 40 unconnected molecules or ions with the total composition H80O40 at a distorted geometry.

Structure (XYZ):
```
120
H80O40 the ωB97M-V functional and the def2-TZVPD basis
H -1.82 -1.99 2.31
H -2.16 -3.51 2.38
O -2.49 -2.66 2.72
H 3.76 1.11 -0.39
H 4.60 1.93 0.39
O 4.49 1.69 -0.56
H 0.47 -1.87 4.40
H 0.78 -0.92 5.35
O 1.28 -1.76 4.94
H 0.39 -0.62 -1.67
H -0.71 -1.54 -2.16
O 0.20 -1.58 -1.70
H -4.62 0.13 3.86
H -5.46 -1.00 3.00
O -5.49 -0.43 3.82
H 1.70 -1.64 -0.01
O 1.60 -1.56 1.01
H 2.64 5.03 3.00
O 1.81 5.45 2.78
H 5.34 -0.77 3.25
H 4.85 -1.04 4.77
O 4.53 -0.60 3.93
H 0.23 -5.27 1.11
H 0.62 -6.24 -0.05
O -0.17 -6.01 0.60
H 3.64 1.44 3.02
H 2.66 2.25 3.86
O 3.54 2.37 3.60
H 3.60 -1.58 1.72
H 4.55 -0.34 1.89
O 4.36 -1.15 1.39
H -0.76 -1.69 0.25
O -1.34 -1.30 0.89
H -2.39 3.46 0.72
H -1.33 4.32 0.30
O -1.43 3.41 0.70
H -1.65 -2.22 5.92
H -1.84 -3.25 4.69
O -1.32 -2.95 5.37
H 0.17 0.74 2.52
H -0.27 2.08 1.70
O -0.58 1.14 1.99
H 1.67 -3.16 -4.10
H 0.82 -2.36 -3.08
O 1.43 -3.07 -3.22
H -3.26 -4.24 -0.20
H -4.87 -4.41 -0.20
O -4.03 -4.83 -0.05
H -0.61 2.78 -0.80
H 0.12 2.85 -2.18
O -0.57 3.04 -1.60
H -1.32 3.50 -5.22
O -0.39 3.48 -5.48
H 2.16 2.07 -4.85
H 1.58 1.21 -5.94
O 1.85 1.21 -5.08
H -5.99 -2.52 2.13
O -5.14 -2.50 1.61
H -4.45 4.77 -1.93
H -5.07 3.40 -1.62
O -4.80 4.27 -1.27
H -1.51 6.00 -3.25
H -0.91 5.37 -2.01
O -0.66 5.89 -2.83
H 4.83 3.92 -0.76
H 4.24 5.21 0.03
O 4.07 4.28 -0.05
H 0.67 1.16 4.94
H -0.57 2.22 4.66
O 0.21 1.65 4.19
H -2.53 -0.77 -5.03
H -2.87 -0.15 -3.57
O -2.44 -0.97 -4.05
H -2.16 3.04 -2.82
H -3.18 2.52 -3.64
O -3.01 3.25 -3.12
H 2.23 -3.58 0.88
H 1.78 -3.39 -0.64
O 1.96 -3.99 0.11
H 0.79 1.17 -3.62
H -0.36 0.17 -3.69
O 0.10 0.72 -3.25
H 1.93 -5.59 -0.55
H 2.79 -6.16 0.41
O 2.46 -6.39 -0.39
H -1.25 -4.76 -0.17
H -1.08 -3.50 -0.80
O -1.77 -4.05 -0.48
H 0.96 3.87 -0.69
O 1.12 4.05 0.25
H 3.60 -0.24 -1.90
H 2.76 -0.05 -3.18
O 2.76 -0.19 -2.18
H 0.10 3.35 -4.61
H 1.91 -0.67 1.20
H -4.45 -2.99 1.81
H 1.33 4.73 2.76
H -1.09 -0.33 0.84
H 1.43 4.90 0.35
O 2.77 2.31 1.09
H 3.25 2.67 0.33
H 3.02 3.04 1.70
O -0.49 -5.34 -3.30
H -1.50 -5.40 -3.25
H -0.22 -4.52 -3.73
O -1.69 -2.61 -5.87
H -2.44 -2.58 -5.31
H -1.70 -1.82 -6.44
O 1.99 3.24 -3.28
H 1.99 3.48 -2.50
H 2.68 3.70 -3.75
O 1.21 -4.16 3.42
H 1.24 -3.24 3.13
H 0.51 -4.44 3.96
O -4.51 0.53 0.08
H -3.61 0.37 -0.13
H -4.75 0.27 0.99
O -2.20 2.34 4.51
H -3.08 2.97 4.75
H -1.76 2.95 3.90
```

E_tot (eV): -83189.66731

DFT (the ωB97M-V functional and the def2-TZVPD basis) results for 40 unconnected molecules or ions with the total composition H80O40 at a distorted geometry.

Structure (XYZ):
```
120
H80O40 the ωB97M-V functional and the def2-TZVPD basis
H 5.44 0.83 1.25
H 4.32 1.60 1.92
O 4.85 1.46 1.07
H 5.53 3.17 0.00
H 4.05 3.74 0.16
O 4.92 4.04 0.15
H 2.45 -4.11 -2.35
H 1.78 -5.18 -3.52
O 1.74 -4.43 -2.88
H 2.56 -4.89 1.12
H 2.53 -3.75 0.06
O 2.65 -4.60 0.39
H 3.10 2.16 -4.49
H 4.69 2.50 -4.20
O 3.97 2.24 -4.87
H -0.98 -1.24 2.31
O -1.72 -1.45 1.93
H -2.22 -3.42 2.40
O -1.97 -3.94 3.21
H -0.19 3.52 3.03
H -1.12 3.30 4.27
O -0.87 3.94 3.67
H -1.91 1.34 -5.80
H -2.05 -0.10 -5.59
O -1.51 0.55 -6.10
H 4.01 -3.27 3.53
H 5.31 -2.25 3.23
O 4.57 -2.52 3.89
H -1.94 0.73 4.33
H -1.39 1.35 5.66
O -1.12 0.87 4.81
H -1.54 -3.37 -0.09
O -0.71 -3.30 0.08
H 0.35 3.35 -0.60
H 1.49 2.84 0.28
O 1.11 2.78 -0.60
H 1.16 -4.93 3.27
H 1.63 -3.45 3.09
O 1.84 -4.39 3.38
H -2.88 3.40 -2.58
H -3.65 4.54 -1.99
O -3.84 3.69 -2.42
H 2.20 -1.91 -2.01
H 3.58 -1.59 -2.42
O 2.76 -2.04 -2.88
H 0.85 -2.29 -2.04
H -0.62 -1.87 -1.15
O -0.08 -1.71 -1.90
H -4.79 -1.34 -4.99
H -4.67 0.14 -5.11
O -4.28 -0.61 -5.19
H -4.62 1.91 4.46
O -3.98 2.47 4.92
H 3.69 5.45 -1.74
H 4.69 4.31 -1.67
O 3.92 4.57 -1.84
H -1.68 1.16 -2.15
O -1.74 1.74 -1.43
H 3.53 0.34 -3.91
H 4.56 -0.54 -4.39
O 4.20 -0.32 -3.52
H 0.84 1.93 -2.46
H 0.21 2.54 -3.93
O 0.09 1.88 -3.20
H 2.51 1.00 3.62
H 1.85 0.26 2.51
O 2.41 1.01 2.70
H 0.82 -3.01 0.98
H 1.58 -1.75 1.10
O 1.50 -2.58 1.42
H -4.00 1.45 -1.26
H -4.63 0.40 -2.07
O -4.87 1.17 -1.41
H -0.28 -5.79 1.32
H -0.89 -5.34 2.48
O -0.13 -5.25 2.02
H 5.29 -0.49 -1.12
H 4.91 -1.39 -0.05
O 5.65 -0.81 -0.36
H 0.53 -0.62 -0.56
H 0.79 0.67 0.13
O 1.13 -0.33 0.18
H -2.96 4.13 1.93
H -2.61 5.16 3.22
O -3.23 4.79 2.61
H -4.35 0.49 2.84
H -5.19 1.70 2.23
O -4.35 1.34 2.32
H 0.76 -5.77 -0.27
O -0.12 -6.03 -0.69
H -0.29 -2.76 5.76
H 0.07 -1.22 6.18
O 0.49 -2.19 5.99
H -3.31 2.79 4.32
H -1.74 -1.20 1.05
H -1.06 2.55 -1.41
H -1.18 -3.25 3.39
H -0.09 -4.01 0.13
H -0.50 -5.37 -1.30
O -2.52 -3.71 -2.47
H -2.24 -3.32 -3.26
H -3.18 -3.39 -1.99
O -4.94 3.55 -0.13
H -5.06 3.17 -0.97
H -4.91 4.52 -0.39
O -2.39 2.09 1.19
H -3.03 2.31 0.54
H -2.67 1.42 1.78
O 2.09 5.07 0.45
H 2.13 5.17 1.55
H 2.73 4.69 -0.05
O 1.14 5.31 -3.24
H 2.00 5.56 -2.87
H 1.09 4.43 -3.05
O -0.92 -3.32 -4.92
H -1.67 -3.92 -4.85
H -0.80 -3.12 -5.85
O -4.47 -1.05 4.08
H -4.64 -1.45 4.94
H -5.31 -1.32 3.72
```

E_tot (eV): -83185.67757

DFT (the ωB97M-V functional and the def2-TZVPD basis) results for 40 unconnected molecules or ions with the total composition H80O40 at a distorted geometry.

Structure (XYZ):
```
120
H80O40 the ωB97M-V functional and the def2-TZVPD basis
H -0.81 2.57 -3.58
H -1.51 3.05 -4.95
O -0.82 2.53 -4.54
H -2.84 -1.54 2.13
H -4.08 -1.14 1.45
O -3.40 -0.75 2.03
H -2.03 0.09 -0.64
H -2.72 -0.20 -1.95
O -2.02 -0.57 -1.34
H -2.75 -2.74 -3.66
H -1.76 -2.92 -2.45
O -1.91 -3.12 -3.40
H -1.48 -1.44 5.37
H -0.19 -2.05 4.69
O -0.73 -1.26 4.80
H 3.92 1.56 -3.39
O 4.07 2.56 -3.40
H 3.85 -2.40 -2.11
O 3.24 -1.91 -2.75
H 1.94 3.73 1.43
H 2.50 2.27 0.98
O 2.06 2.81 1.66
H -2.38 1.52 -5.71
H -3.93 0.99 -5.56
O -3.16 1.38 -5.17
H -4.38 3.85 -1.00
H -5.86 3.98 -1.12
O -5.09 3.83 -1.62
H -3.11 5.27 -0.58
H -3.74 5.25 0.49
O -3.10 4.58 0.14
H 1.30 -1.67 -2.62
O 0.72 -1.18 -3.22
H 3.43 6.05 0.32
H 2.99 4.72 0.70
O 3.46 5.14 -0.03
H -3.47 1.59 -2.59
H -3.85 1.04 -3.64
O -3.86 0.70 -2.70
H -1.43 -3.17 2.33
H -2.57 -3.80 1.72
O -2.07 -3.91 2.54
H 0.31 -5.97 -1.84
H 0.12 -4.68 -2.68
O 0.78 -5.27 -2.30
H 3.05 -4.48 -4.44
H 2.58 -4.38 -2.96
O 3.35 -4.29 -3.55
H 2.12 -1.17 2.11
H 3.50 -0.54 2.61
O 3.08 -1.23 1.94
H -2.24 0.74 1.67
O -1.28 0.84 1.53
H -2.97 2.40 5.54
H -3.00 0.84 5.98
O -2.48 1.66 5.90
H 2.19 1.06 4.32
O 2.30 0.80 3.41
H -3.91 -0.03 -0.24
H -5.29 0.35 -0.77
O -4.84 0.02 0.03
H 2.29 -0.22 -0.37
H 2.48 0.09 1.23
O 2.01 0.35 0.35
H -5.12 -2.40 -0.99
H -5.48 -3.78 -1.42
O -4.75 -3.15 -1.46
H 0.54 4.74 -0.94
H 0.17 4.87 -2.36
O -0.05 5.27 -1.49
H -0.40 -4.25 3.68
H 0.49 -4.38 4.90
O 0.25 -3.75 4.21
H 1.81 0.29 -4.35
H 3.12 -0.31 -4.23
O 2.74 0.54 -4.55
H -2.45 -3.27 -0.93
H -1.97 -2.02 -0.12
O -2.43 -2.88 -0.05
H 2.40 -2.48 -0.23
H 1.36 -3.45 -0.86
O 1.67 -2.51 -0.87
H 0.61 1.79 3.98
H 0.27 2.65 5.39
O 0.07 2.39 4.51
H 5.59 0.12 2.64
H 5.32 -0.54 4.02
O 4.90 -0.14 3.25
H 1.24 1.13 -1.60
O 0.95 1.91 -1.10
H -1.79 2.41 -0.76
H -1.26 3.47 -1.58
O -1.83 2.70 -1.68
H -0.93 1.46 2.17
H 4.95 2.46 -3.82
H 2.65 1.54 2.85
H 3.27 -2.78 -3.28
H -0.14 -0.93 -2.89
H 0.85 1.38 -0.23
O 3.94 -3.88 1.47
H 4.81 -3.89 1.08
H 3.69 -3.09 1.96
O 6.44 0.86 -1.39
H 6.54 1.35 -0.57
H 6.49 -0.06 -1.07
O 3.37 2.52 -0.78
H 2.46 2.23 -1.26
H 4.12 2.71 -1.40
O -4.02 -0.19 4.94
H -3.20 -0.14 4.41
H -4.19 -1.10 4.63
O -0.52 -1.85 1.58
H -0.32 -1.06 2.09
H -0.03 -1.79 0.77
O -0.18 -5.50 0.80
H 0.02 -5.36 1.73
H -1.01 -5.99 0.87
O -0.15 4.63 1.22
H -0.64 4.13 1.87
H -0.82 5.12 0.70
```

Net charge: +1
Multiplicity: 2
E_tot (eV): -83188.13343

DFT (the ωB97M-V functional and the def2-TZVPD basis) results for 5 unconnected molecules or ions with the total composition H8IO4 at a distorted geometry.

Structure (XYZ):
```
13
H8IO4 the ωB97M-V functional and the def2-TZVPD basis
I 1.35 -0.51 0.74
O -2.07 -0.12 -0.77
H -1.10 -0.15 -0.65
H -2.28 -0.75 -0.08
O 2.03 2.53 2.57
H 2.75 2.82 1.94
H 1.80 1.70 2.18
O -0.25 1.76 -1.76
H -0.55 0.90 -2.01
H 0.41 1.48 -1.13
O -0.90 -3.31 0.02
H -1.15 -3.39 -0.92
H -0.03 -2.94 -0.14
```

Net charge: -1
E_tot (eV): -16423.71012

DFT (the ωB97M-V functional and the def2-TZVPD basis) results for 2 unconnected molecules or ions with the total composition H8N2Si2 at a distorted geometry.

Structure (XYZ):
```
12
H8N2Si2 the ωB97M-V functional and the def2-TZVPD basis
N -1.44 -1.21 -0.41
N -1.17 1.48 -0.15
Si 1.79 0.09 -0.15
Si -0.43 -0.04 0.31
H -1.15 -2.18 -0.07
H -1.60 -1.11 -1.46
H -2.13 1.50 0.10
H -0.65 2.19 0.22
H 2.33 -0.83 0.79
H 2.67 1.41 0.14
H 2.18 -0.45 -1.53
H -0.39 -0.86 2.21
```

E_tot (eV): -18864.13370

DFT (the ωB97M-V functional and the def2-TZVPD basis) results for 2 unconnected molecules or ions with the total composition H8N2Si2 at a distorted geometry.

Structure (XYZ):
```
12
H8N2Si2 the ωB97M-V functional and the def2-TZVPD basis
N -0.43 -1.66 -1.37
N -1.35 0.87 -1.25
Si 1.91 0.04 0.58
Si -1.71 -0.72 -0.61
H -0.61 -2.45 -1.97
H 0.35 -1.17 -1.70
H -1.63 1.72 -0.85
H -0.54 1.01 -1.82
H 3.04 0.88 0.72
H 2.39 -1.35 0.59
H 0.77 0.58 1.36
H 1.41 0.32 -0.72
```

E_tot (eV): -18864.63620

DFT (the ωB97M-V functional and the def2-TZVPD basis) results for 2 unconnected molecules or ions with the total composition H8N3OPSi at a distorted geometry.

Structure (XYZ):
```
14
H8N3OPSi the ωB97M-V functional and the def2-TZVPD basis
N -1.21 1.33 0.07
N -2.31 -0.67 -1.26
N 1.38 -1.46 -0.40
O -2.55 -0.55 1.38
Si 2.05 0.00 0.12
P -1.69 -0.25 0.24
H -0.48 1.46 -0.61
H -0.96 1.75 0.96
H -2.81 -1.55 -1.27
H -1.66 -0.59 -2.03
H 1.43 -2.25 0.23
H 1.64 0.98 -0.90
H 1.55 0.53 1.42
H 3.52 0.00 0.22
```

Multiplicity: 3
E_tot (eV): -23812.19317

DFT (the ωB97M-V functional and the def2-TZVPD basis) results for 3 unconnected molecules or ions with the total composition H8N4O3 at a distorted geometry.

Structure (XYZ):
```
15
H8N4O3 the ωB97M-V functional and the def2-TZVPD basis
H 1.46 1.48 0.46
N 1.52 0.61 -0.07
N 1.05 0.84 -1.21
O 1.16 -0.30 -1.99
H 0.75 -0.07 -2.83
N -1.21 0.59 -0.81
O -1.51 1.26 0.41
H -1.70 1.12 -1.53
H -1.47 -0.42 -0.68
H -1.18 0.66 1.11
N -0.02 -1.49 0.92
O -0.40 -0.72 2.09
H 0.72 -0.86 0.38
H 0.42 -2.34 1.26
H 0.40 -0.36 2.50
```

E_tot (eV): -12226.19574